Here is the molecule C14H20FN3OS from the Open Molecules 2025 dataset. Energies are from ωB97M-V/def2-TZVPD.

Computed properties:
E_tot	-1283.03819	a.u.
HOMO level	-8.01	eV
SMILES string	Cc1ccc(NC(=S)NCCN2CCOCC2)cc1F

CARTESIAN COORDINATES (ANGSTROEM)
C -3.6812 3.1887 -1.2419
C -2.2549 2.9183 -0.8808
C -1.2164 3.7669 -1.2448
C 0.0941 3.4979 -0.9033
C 0.4220 2.3557 -0.1720
C -0.6085 1.5112 0.2413
C -1.9053 1.8038 -0.1288
F -2.8768 0.9521 0.2741
H -0.4334 0.6576 0.8756
N 1.7534 2.1278 0.1589
C 2.4061 0.9476 0.3886
N 1.8267 -0.1899 -0.0107
H 0.8938 -0.1881 -0.4034
C 2.3038 -1.4994 0.3521
H 3.3313 -1.6325 -0.0003
H 2.3184 -1.6020 1.4444
C 1.3742 -2.5330 -0.2920
N -0.0109 -2.1302 -0.0937
C -0.5569 -2.4480 1.2204
C -0.9546 -3.9239 1.3486
O -1.8593 -4.3026 0.3331
C -1.3194 -4.0603 -0.9478
H -2.0929 -4.3468 -1.6618
C -0.9446 -2.5830 -1.1136
H -0.5169 -2.4098 -2.1029
H -1.8507 -1.9773 -1.0098
H -0.4311 -4.6930 -1.1071
H -1.4687 -4.1018 2.2941
H -0.0589 -4.5642 1.3056
H 0.1705 -2.1897 1.9906
H -1.4516 -1.8321 1.3559
H 1.5636 -2.5480 -1.3680
H 1.6132 -3.5267 0.1094
S 3.9120 0.9865 1.0700
H 2.3487 2.9420 0.2298
H 0.8794 4.1741 -1.2060
H -1.4432 4.6550 -1.8153
H -4.1714 2.2740 -1.5697
H -3.7440 3.9322 -2.0315
H -4.2241 3.5589 -0.3720

Here are the natural (NBO) charges for atoms 1 to 5, given in e:
1. C -0.624
2. C -0.130
3. C -0.168
4. C -0.273
5. C 0.245

=====

Here is C5H6LiO4Y as an isolated structure at a distorted geometry from the Open Molecules 2025 dataset. Energies are from ωB97M-V/def2-TZVPD.

Computed properties:
spin multiplicity	2
E_tot	-540.41582	a.u.
net charge	+1
HOMO level (alpha / beta)	-10.93 / -11.59	eV

CARTESIAN COORDINATES (ANGSTROEM)
O -3.4370 -1.0330 -0.8535
C -2.6500 -0.3650 -0.1318
O -3.0072 0.1328 0.9660
O -1.3628 -0.3995 -0.4854
C -0.3622 0.4884 0.0415
Li -4.8045 -0.4358 0.4067
H -0.7497 0.6676 1.0658
H -0.1446 1.5634 0.1369
C 1.2754 0.6217 -1.2538
C 1.1272 -0.4058 -0.2410
H 0.8320 1.5250 -1.6882
H 1.6693 0.1629 -2.1762
Y 3.8582 1.2919 0.1569
O 2.9081 -0.1951 1.4000
C 1.7910 -0.8666 0.9520
H 1.9952 -1.6965 -0.0567
H 1.0617 -1.0563 1.7609

Here are the natural (NBO) charges for atoms 1 to 5, given in e:
1. O -0.804
2. C 0.950
3. O -0.842
4. O -0.527
5. C -0.165

=====

Here is C37H91BF4N6Na2O15 as an isolated structure at a distorted geometry from the Open Molecules 2025 dataset. Energies are from ωB97M-V/def2-TZVPD.

Computed properties:
relative energy (zero: lowest compared OMol25 entry of this formula, charge and spin)	0.00	kcal per mole
E_tot	-3670.49796	a.u.
HOMO level	-8.44	eV

CARTESIAN COORDINATES (ANGSTROEM)
Na -13.7252 2.9263 -15.8067
Na -10.3318 3.3250 -18.5080
B -12.3552 5.3231 -16.9268
F -12.9894 6.5794 -16.9805
F -11.0648 5.3496 -17.4205
F -12.3345 4.9513 -15.5810
F -13.0635 4.4438 -17.7377
O -10.9218 -0.0624 -16.6801
C -11.8959 0.7974 -16.5636
O -12.9131 0.5578 -15.9178
O -11.8060 1.9083 -17.1280
H -11.1968 -0.8024 -16.1339
C -19.3025 6.2386 -18.6939
O -18.2926 6.6370 -17.7600
C -17.5376 7.7640 -18.2052
C -16.2452 8.0121 -17.4159
N -16.5044 8.6413 -16.0708
C -15.1715 8.7852 -15.4445
C -15.3922 9.3859 -14.0471
O -14.1308 9.7637 -13.5157
C -13.5050 10.9488 -14.1305
H -18.8429 6.1374 -19.6771
H -20.1578 6.9018 -18.8230
H -19.7477 5.2635 -18.4961
H -18.1720 8.6503 -18.2098
H -17.2742 7.5860 -19.2478
H -15.5003 8.5902 -17.9628
H -15.7359 7.0863 -17.1482
H -17.1352 8.0984 -15.4986
H -14.5644 9.4256 -16.0844
H -14.6323 7.8390 -15.3976
H -15.6597 8.5835 -13.3596
H -16.1352 10.1733 -13.9204
H -14.1112 11.8517 -14.0582
H -13.3920 10.7978 -15.2041
H -12.5760 11.2397 -13.6402
C -10.4941 5.3473 -12.4052
O -10.8107 4.1384 -11.6870
C -10.3383 2.9733 -12.3563
C -11.1570 2.7154 -13.6617
N -12.6193 2.7267 -13.3909
C -13.1818 1.5129 -12.8361
C -14.6822 1.6166 -12.6186
O -15.0354 2.5417 -11.6228
C -16.4477 2.6031 -11.4674
H -10.7740 6.2179 -11.8120
H -11.1379 5.4941 -13.2724
H -9.4362 5.4262 -12.6558
H -10.4927 2.1159 -11.7012
H -9.2770 2.9366 -12.6018
H -10.9587 1.7579 -14.1433
H -10.9491 3.4874 -14.4026
H -12.6727 3.4129 -12.6518
H -12.6944 1.2285 -11.9035
H -13.0171 0.6724 -13.5102
H -15.0766 0.6237 -12.4026
H -15.0683 1.9243 -13.5903
H -16.8096 1.6279 -11.1415
H -17.0189 2.8145 -12.3714
H -16.7109 3.2696 -10.6462
C -13.1722 2.4187 -20.8054
O -12.0665 3.2331 -20.3712
C -11.7714 4.2552 -21.3548
C -10.7579 5.2807 -20.7534
N -9.4336 4.6662 -20.5431
C -8.4383 5.6196 -19.9955
C -7.1635 4.9588 -19.4290
O -6.1890 4.8623 -20.4634
C -4.9196 4.4186 -20.0338
H -13.3225 1.7038 -19.9965
H -12.9968 1.9017 -21.7488
H -14.0645 3.0319 -20.9314
H -12.6446 4.8736 -21.5629
H -11.3277 3.8205 -22.2505
H -10.9975 5.6058 -19.7410
H -10.7720 6.1969 -21.3438
H -9.0507 4.3840 -21.4340
H -8.8483 6.2543 -19.2100
H -8.1695 6.2752 -20.8237
H -7.3352 3.9703 -19.0030
H -6.7920 5.5717 -18.6078
H -4.9647 3.4874 -19.4690
H -4.4785 5.2178 -19.4382
H -4.2299 4.2395 -20.8587
C -4.9042 12.2868 -24.5840
O -5.8562 11.3309 -24.2065
C -7.1725 11.4934 -24.7196
C -8.1083 10.3986 -24.2769
N -8.3006 10.4729 -22.8170
C -9.2274 9.4998 -22.3578
C -9.5279 9.5941 -20.8336
O -10.3524 8.4920 -20.4075
C -10.8514 8.7508 -19.1298
H -4.9576 12.4077 -25.6659
H -3.8988 11.9203 -24.3767
H -5.0339 13.2445 -24.0799
H -7.2661 11.5621 -25.8034
H -7.5059 12.4967 -24.4545
H -7.7175 9.4261 -24.5761
H -9.0603 10.5158 -24.7948
H -7.3605 10.2639 -22.5126
H -8.8153 8.5047 -22.5251
H -10.1356 9.4658 -22.9596
H -9.8845 10.6002 -20.6130
H -8.6475 9.5345 -20.1937
H -9.9862 8.8796 -18.4796
H -11.3272 7.8594 -18.7211
H -11.5957 9.5446 -19.0670
C -18.5577 0.0641 -19.2508
O -17.5127 0.5951 -18.4323
C -16.6972 1.6671 -19.0284
C -15.5196 2.0037 -18.1050
N -15.9877 2.2390 -16.7662
C -16.6455 3.5554 -16.6454
C -16.4702 4.2647 -15.2842
O -15.0652 4.6289 -15.0658
C -14.9337 5.4507 -13.9055
H -18.1451 -0.6559 -19.9576
H -19.1196 0.8280 -19.7884
H -19.2205 -0.4884 -18.5849
H -17.3059 2.5552 -19.1984
H -16.3787 1.3931 -20.0342
H -14.8336 2.7895 -18.4215
H -14.8554 1.1441 -18.0160
H -16.7371 1.5691 -16.6677
H -17.6972 3.4511 -16.9121
H -16.3050 4.2292 -17.4317
H -16.8527 3.6503 -14.4692
H -17.0166 5.2078 -15.2984
H -15.5050 6.3683 -14.0456
H -13.8757 5.7098 -13.8644
H -15.3060 4.9898 -12.9905
C -6.4571 11.3204 -18.1142
O -5.9359 10.0396 -17.6831
C -6.9075 8.9850 -17.7322
C -6.6242 7.8378 -16.7050
N -6.1949 8.2511 -15.3629
C -7.1915 8.9914 -14.5764
C -8.5225 8.1410 -14.3091
O -9.4888 8.4742 -15.3322
C -10.7503 7.8352 -15.1414
H -7.3055 11.2413 -18.7939
H -5.6964 11.8570 -18.6812
H -6.8070 11.8137 -17.2074
H -6.9346 8.6280 -18.7617
H -7.9048 9.3568 -17.4967
H -5.7414 7.2748 -17.0078
H -7.4387 7.1148 -16.6599
H -5.4078 8.8792 -15.4403
H -7.5166 9.9202 -15.0451
H -6.7908 9.2710 -13.6021
H -8.9076 8.5151 -13.3605
H -8.5546 7.0516 -14.2906
H -10.5952 6.7685 -15.3032
H -11.2384 7.9965 -16.1025
H -11.4202 8.1201 -14.3302

Here are the Mulliken charges for atoms 1 to 5, given in e:
1. Na 0.136
2. Na 0.811
3. B -0.746
4. F -0.253
5. F 0.038

=====

Here is C6H10O2 as an isolated structure at a distorted geometry from the Open Molecules 2025 dataset. Energies are from ωB97M-V/def2-TZVPD.

Computed properties:
relative energy (zero: lowest compared OMol25 entry of this formula, charge and spin)	148.09	kcal per mole
E_tot	-384.86639	a.u.
HOMO level	-9.50	eV

CARTESIAN COORDINATES (ANGSTROEM)
C 0.2472 0.6486 -0.1433
C -1.1169 1.2900 -0.4379
C -2.0338 -0.1997 -0.0901
C -0.9876 -1.2244 0.1120
C 0.3426 -0.8160 -0.5535
C 1.6963 0.6055 -0.2675
H 0.7050 -0.5312 1.3352
H -0.9963 1.4865 -1.5590
H -1.5549 2.2210 -0.0854
H -2.3412 -0.0604 1.0118
H -2.6383 -0.4234 -0.9507
H -0.7198 -1.3480 1.1988
H -1.3710 -2.1885 0.0493
H 0.3967 -0.8209 -1.6019
H 2.0469 1.2462 0.7079
H 2.2756 1.0174 -1.1569
O 0.2071 0.5685 1.2705
O 1.7068 -0.8713 -0.1039

Here are the natural (NBO) charges for atoms 1 to 5, given in e:
1. C 0.142
2. C -0.396
3. C -0.402
4. C -0.443
5. C 0.049

=====

Here is the molecule C21H26N4O3S3 at a distorted geometry from the Open Molecules 2025 dataset. Energies are from ωB97M-V/def2-TZVPD.

Computed properties:
relative energy (zero: lowest compared OMol25 entry of this formula, charge and spin)	3.00	kcal per mole
E_tot	-2455.19564	a.u.
HOMO level	-7.73	eV
SMILES string	CCCN(CCC)C(=O)CSc1nc2c(sc(=S)n2-c2ccc(OCC)cc2)c(=O)[nH]1

CARTESIAN COORDINATES (ANGSTROEM)
C 2.7733 2.0430 1.3207
C 2.3095 2.4849 -0.0610
H 3.1732 2.8002 -0.6497
H 1.8542 1.6330 -0.5677
C 1.3231 3.6598 -0.0109
N 0.0604 3.3256 0.6126
C -0.9436 2.6681 0.0033
O -1.9438 2.2919 0.5848
C -0.7892 2.4274 -1.5012
H -0.0398 1.6684 -1.7166
H -0.5721 3.3466 -2.0429
S -2.3837 1.8420 -2.1316
C -2.4653 0.3438 -1.2442
N -1.3581 -0.2388 -0.9034
C -1.4894 -1.4093 -0.2479
C -2.7021 -1.9920 0.0564
C -3.9398 -1.3763 -0.3264
O -5.0706 -1.7580 -0.1488
N -3.6921 -0.1657 -1.0124
H -4.5128 0.3587 -1.2944
S -2.4745 -3.4900 0.9094
C -0.7226 -3.2993 0.8118
S 0.3407 -4.4053 1.3718
N -0.4064 -2.1267 0.1762
C 0.9251 -1.7234 -0.0946
C 1.2735 -1.3351 -1.3841
C 2.5673 -0.9537 -1.6596
C 3.5464 -0.9776 -0.6621
C 3.1886 -1.3672 0.6255
C 1.8824 -1.7255 0.9071
H 1.6156 -2.0176 1.9096
H 3.9157 -1.4000 1.4209
O 4.7885 -0.5981 -1.0467
C 5.8567 -0.6857 -0.1213
C 7.1314 -0.2942 -0.8513
H 7.0438 0.7183 -1.2359
H 7.3017 -0.9680 -1.6862
H 7.9770 -0.3467 -0.1718
H 5.6814 -0.0054 0.7243
H 5.9375 -1.7108 0.2633
H 2.8567 -0.6507 -2.6533
H 0.5306 -1.3392 -2.1656
C -0.1370 3.7354 1.9948
C -0.4887 5.2215 2.1126
C -1.7785 5.5690 1.3806
H -2.0406 6.6108 1.5477
H -2.5941 4.9430 1.7326
H -1.6698 5.4119 0.3097
H -0.5957 5.4536 3.1735
H 0.3295 5.8312 1.7209
H -0.9593 3.1363 2.3906
H 0.7676 3.5214 2.5665
H 1.1565 4.0346 -1.0243
H 1.7700 4.4698 0.5698
H 3.5414 1.2811 1.2253
H 1.9489 1.6139 1.8841
H 3.1893 2.8807 1.8773

Here are the natural (NBO) charges for atoms 1 to 5, given in e:
1. C -0.613
2. C -0.398
3. H 0.205
4. H 0.208
5. C -0.211

=====

Here is C5H15N3 as an isolated structure at a distorted geometry from the Open Molecules 2025 dataset. Energies are from ωB97M-V/def2-TZVPD.

Computed properties:
relative energy (zero: lowest compared OMol25 entry of this formula, charge and spin)	193.43	kcal per mole
E_tot	-363.47885	a.u.
HOMO level	-8.11	eV

CARTESIAN COORDINATES (ANGSTROEM)
C 2.1752 -0.3342 0.6496
C 2.0730 -0.4968 -0.7901
C 0.6536 -0.0414 -1.4161
C -0.4240 -0.9805 -0.8008
N -0.6774 -1.6388 0.3839
C -3.1056 -0.2489 0.4557
N -3.4089 0.8861 -0.0810
N 2.1724 1.0762 1.0730
H 1.2577 -0.7709 1.0938
H 3.0208 -0.8372 1.1112
H 2.9366 0.1088 -1.1741
H 2.3833 -1.4890 -1.1539
H 0.9112 -0.1409 -2.4783
H 0.3942 1.0433 -1.1606
H -0.9480 -1.5117 -1.5454
H -1.1629 -0.5493 0.3313
H -1.0155 1.5563 0.9825
H -2.7037 -0.2097 1.4830
H -3.3789 -1.2489 0.2982
H -4.3356 0.9114 -0.4620
H -0.7954 1.7775 1.6015
H 2.7223 1.6217 0.4079
H 1.2557 1.5168 1.1906

Here are the natural (NBO) charges for atoms 1 to 5, given in e:
1. C -0.268
2. C -0.393
3. C -0.505
4. C 0.149
5. N -0.684